Molecular formula: C20H26N2O2
Method: DFT, ωB97M-V/def2-TZVPD

Positions of all 50 atoms, in Å:
O 4.66 2.51 0.10
O 3.23 -0.59 -1.14
N 1.29 1.12 0.45
N -1.63 1.19 0.47
C 2.47 1.92 0.73
C -0.85 2.16 -0.27
C 0.15 -3.11 0.13
C -5.08 1.58 -0.75
C 1.26 -1.77 -1.54
C -0.97 -4.02 0.53
C 1.15 -2.75 1.02
C -0.84 0.25 1.23
C 0.48 0.89 1.63
C 0.50 1.57 -0.68
C 2.24 -1.39 -0.63
C -4.81 -0.63 0.09
C -3.49 -0.36 0.40
C -5.61 0.33 -0.49
C 2.19 -1.91 0.66
C 4.05 0.19 -0.31
C -3.76 1.86 -0.45
C 0.23 -2.61 -1.17
C -2.93 0.89 0.13
C 3.59 1.66 -0.28
H -1.09 -4.02 1.61
H 1.02 0.22 2.30
H -1.39 2.46 -1.18
H -0.76 -5.04 0.21
H 1.13 -3.14 2.03
H -6.64 0.11 -0.73
H -5.21 -1.61 0.31
H 0.28 1.83 2.19
H -0.53 -2.87 -1.89
H -2.89 -1.14 0.84
H 3.25 1.91 -1.30
H 2.26 3.00 0.74
H 5.38 2.42 -0.54
H -3.38 2.86 -0.63
H 1.32 -1.38 -2.55
H 2.94 -1.67 1.39
H -1.39 -0.02 2.14
H -0.62 -0.66 0.67
H -1.90 -3.71 0.07
H -0.69 3.07 0.34
H 1.05 2.31 -1.26
H 0.31 0.70 -1.33
H -5.69 2.35 -1.20
H 5.05 0.14 -0.75
H 4.11 -0.20 0.71
H 2.85 1.65 1.72

**HOMO level**: -7.442 eV
**Energy relative to the best compared isomer or geometry (same formula, charge and spin)**: 2.355 eV
**2S+1**: 1
**Structure (SMILES)**: Cc1ccc(OC[C@H](O)CN2CCN(c3ccccc3)CC2)cc1
**Charge**: 0

Atom charges from the natural (NBO) analysis, given in e for atoms 1 to 5: O -0.715; O -0.526; N -0.466; N -0.454; C -0.218